This record from the OMol25 dataset describes a 2-piece molecular cluster, C6H10N overall in a non-equilibrium geometry. The level of theory is ωB97M-V/def2-TZVPD.

Results
Charge   +1
Kohn-Sham gap (spin up / spin down)   8.39 / 8.39 eV

Geometry (Å):
C -1.7742 0.5057 1.0459
C -0.9122 1.0171 0.3500
C 0.6942 1.4740 -1.7030
C 1.6053 1.2646 -0.4476
C 0.1948 0.9754 -0.3968
C -0.7412 -1.9120 0.9347
N 0.3389 -1.5023 0.2365
H -2.7480 0.9353 1.4329
H 0.2466 2.4182 -2.0380
H 1.0943 0.8922 -2.5338
H 2.2587 0.5327 -0.7513
H 2.0888 1.9282 0.1491
H -1.7448 -0.6604 1.1544
H -1.5320 -2.5038 0.4653
H -0.7238 -2.0834 2.0208
H 0.4728 -2.0134 -0.7071
H 1.1817 -1.2681 0.7880

Partial charges, natural (NBO), in e: -0.3717, 0.0634, -0.3988, -0.4259, 0.0247, -0.0559, -0.6634, 0.2862, 0.2573, 0.2486, 0.2271, 0.2415, 0.1774, 0.2450, 0.2481, 0.4559, 0.4405



This record from the OMol25 dataset describes one molecule with the formula C4H8N2 in a non-equilibrium geometry. The level of theory is ωB97M-V/def2-TZVPD.

Results
Kohn-Sham gap   7.56 eV

Geometry (Å):
C -0.2842 1.3788 0.1932
C -1.0990 -0.9357 0.3446
C 0.3087 -1.4013 0.0233
C 1.2667 0.7827 0.2103
H -0.3097 2.2603 -0.6550
H -0.6153 1.8697 1.1098
H -0.9786 0.1798 -1.3760
H -1.1024 -0.5872 1.3869
H -1.8778 -1.5797 -0.0436
H 0.5225 -2.4046 -0.1656
H 2.0944 -0.8983 -0.5337
H 2.1102 1.3790 -0.0359
N -1.3332 0.4428 -0.3803
N 1.2977 -0.4864 -0.0782

Partial charges, natural (NBO), in e: -0.2683, -0.2867, -0.2190, -0.1876, 0.2007, 0.2004, 0.3369, 0.1948, 0.2199, 0.1921, 0.4131, 0.1916, -0.5940, -0.3938



This record from the OMol25 dataset describes one molecule with the formula CH3Cl2NO in a non-equilibrium geometry. The level of theory is ωB97M-V/def2-TZVPD.

Results
SMILES   NC(O)(Cl)Cl
Kohn-Sham gap   10.83 eV

Geometry (Å):
C -0.1871 -0.0793 0.1113
N 0.8651 -0.3032 -0.8493
O 0.1968 -0.2636 1.3614
Cl -0.8447 1.7646 -0.0538
Cl -1.5720 -0.9637 -0.2098
H 0.4329 0.0150 -1.8103
H 1.7263 0.1995 -0.4935
H -0.6172 -0.3693 1.9441

Partial charges, natural (NBO), in e: 0.4174, -0.8317, -0.6735, -0.2544, 0.0295, 0.4047, 0.4009, 0.5072



This record from the OMol25 dataset describes C29H27Br4NO2ReTe as an isolated structure in a non-equilibrium geometry. The level of theory is ωB97M-V/def2-TZVPD.

Results
Charge   +2
Spin multiplicity   4
Kohn-Sham gap (spin up / spin down)   6.11 / 5.51 eV

Geometry (Å):
Re 0.5827 -0.2493 -0.0712
C -0.0341 -1.6319 4.7863
C 0.8980 -1.4398 3.5742
C 2.1958 -2.2212 3.7641
C 0.1217 -1.8200 2.3376
C 0.1508 -3.0966 1.7812
C -0.7613 -3.4801 0.7992
C -1.7089 -2.5999 0.2903
C -2.7255 -3.0271 -0.7147
C -1.6727 -1.2750 0.7477
C -0.7718 -0.8813 1.7652
H 0.4909 -1.3607 5.7019
H -0.3450 -2.6742 4.8679
H -0.9272 -1.0108 4.7069
H 1.1412 -0.3735 3.5119
H 2.0005 -3.2653 4.0108
H 2.7580 -1.7949 4.5938
H 2.8253 -2.1853 2.8720
H 0.8416 -3.8328 2.1712
H -0.7554 -4.5029 0.4421
H -2.3773 -2.7639 -1.7156
H -3.6806 -2.5265 -0.5568
H -2.8777 -4.1042 -0.6942
H -2.4632 -0.5999 0.4380
H -0.9776 0.0294 2.3214
Br 4.8032 -2.1792 -5.2801
C 3.3314 -2.0022 -4.1386
C 2.2211 -2.8759 -4.2651
Br 2.2230 -4.2081 -5.5805
C 1.1249 -2.7506 -3.4201
Br -0.3583 -3.8865 -3.5462
C 1.1181 -1.7618 -2.4303
O 0.1640 -1.5617 -1.5553
C 2.2559 -0.9064 -2.2897
O 2.2019 -0.0639 -1.2884
C 3.3415 -1.0202 -3.1590
Br 4.7816 0.1588 -2.9166
C -1.6897 2.8454 -0.3263
Te 0.0078 2.0351 -1.3845
C -1.5044 1.6274 -2.8663
C -2.4749 2.7657 -2.6914
C -3.2653 3.2203 -3.7367
C -4.1917 4.2284 -3.5113
C -4.3200 4.7916 -2.2508
C -3.5149 4.3569 -1.2071
C -2.5927 3.3450 -1.4260
H -1.3813 3.6489 0.3395
H -2.1468 2.0415 0.2552
H -1.9525 0.6619 -2.6289
H -1.0640 1.5861 -3.8596
H -3.1603 2.7936 -4.7267
H -4.8076 4.5826 -4.3265
H -5.0336 5.5861 -2.0807
H -3.6036 4.8114 -0.2278
C 3.1782 2.5890 2.9340
C 3.7291 1.5044 2.2696
C 2.9156 0.7186 1.4783
N 1.6001 0.9631 1.3194
C 1.0685 2.0110 1.9826
C 1.8173 2.8359 2.7904
H 3.7944 3.2280 3.5521
H 4.7801 1.2680 2.3548
H 3.3272 -0.1286 0.9450
H 0.0042 2.1659 1.8660
H 1.3441 3.6619 3.3024

Partial charges, natural (NBO), in e: 1.2771, -0.5953, -0.2861, -0.6104, 0.1533, -0.2320, -0.1399, 0.0416, -0.6529, -0.1695, -0.4501, 0.2358, 0.2216, 0.2113, 0.2006, 0.2234, 0.2381, 0.2029, 0.2502, 0.2465, 0.2507, 0.2359, 0.2454, 0.2374, 0.2597, 0.2029, -0.1330, -0.1116, 0.2021, -0.1981, 0.1491, 0.3030, -0.6547, 0.2278, -0.6282, -0.1605, 0.1544, -0.6279, 0.9385, -0.5910, -0.0922, -0.1705, -0.1746, -0.1742, -0.1775, -0.0734, 0.2505, 0.2283, 0.2437, 0.2621, 0.2300, 0.2410, 0.2402, 0.2256, -0.0930, -0.2200, 0.0710, -0.5377, 0.0389, -0.2158, 0.2575, 0.2622, 0.2352, 0.2165, 0.2579